ORCA calculation (ωB97M-V with the def2-TZVPD basis set) on a cluster of 14 separate species, C84H70F14 in total at a distorted geometry.

Bonds (Å) are listed after each position.
Atoms and positions in Å:
1 F 9.8123 13.1285 13.0849  C2 1.344
2 C 10.5457 14.2541 13.1299  F1 1.344, C3 1.410, C7 1.413
3 C 11.4435 14.5088 12.0730  C2 1.410, C4 1.386, H8 1.072
4 C 12.2447 15.6374 12.1408  C3 1.386, C5 1.422, H9 1.053
5 C 12.1022 16.5583 13.2152  C4 1.422, C6 1.400, H10 1.139
6 C 11.1704 16.2958 14.2268  C5 1.400, C7 1.379, H11 1.073
7 C 10.3797 15.1658 14.1963  C2 1.413, C6 1.379, H12 1.123
8 H 11.5866 13.7506 11.3289  C3 1.072
9 H 12.8246 15.9865 11.3338  C4 1.053
10 H 12.6461 17.5583 13.2390  C5 1.139
11 H 11.1542 17.0587 14.9810  C6 1.073
12 H 9.6410 14.8308 14.9725  C7 1.123
13 F 12.0548 13.3076 24.7055  C14 1.407
14 C 11.1516 14.2577 24.1940  F13 1.407, C15 1.391, C19 1.373
15 C 10.2127 13.7991 23.2751  C14 1.391, C16 1.361, H20 1.040
16 C 9.2986 14.7027 22.8288  C15 1.361, C17 1.434, H21 1.121
17 C 9.2998 16.0087 23.4197  C16 1.434, C18 1.368, H22 1.062
18 C 10.2744 16.4182 24.2874  C17 1.368, C19 1.383, H23 1.099
19 C 11.2130 15.5129 24.7468  C14 1.373, C18 1.383, H24 1.086
20 H 10.3671 12.8393 22.9045  C15 1.040
21 H 8.5670 14.3971 22.0363  C16 1.121
22 H 8.5496 16.6486 23.0249  C17 1.062
23 H 10.3472 17.4831 24.5496  C18 1.099
24 H 11.9329 15.7361 25.5286  C19 1.086
25 F 10.0272 18.4867 20.0127  C26 1.326
26 C 11.2955 18.1032 20.0610  F25 1.326, C27 1.377, C31 1.382
27 C 11.8701 17.5564 21.1869  C26 1.377, C28 1.456, H32 1.077
28 C 13.2408 17.0747 21.0930  C27 1.456, C29 1.360, H33 1.066
29 C 13.9883 17.1676 19.9607  C28 1.360, C30 1.404, H34 1.094
30 C 13.3686 17.6923 18.8156  C29 1.404, C31 1.453, H35 1.093
31 C 11.9766 18.1072 18.8586  C26 1.382, C30 1.453, H36 1.097
32 H 11.3641 17.4632 22.1328  C27 1.077
33 H 13.6010 16.5029 21.9172  C28 1.066
34 H 15.0319 16.8427 19.9042  C29 1.094
35 H 13.9358 17.9128 17.9079  C30 1.093
36 H 11.5191 18.4089 17.9085  C31 1.097
37 F 17.9365 17.1158 19.8398  C38 1.346
38 C 18.3382 15.8317 19.8690  F37 1.346, C39 1.382, C43 1.382
39 C 18.6921 15.1724 18.7075  C38 1.382, C40 1.335, H44 1.120
40 C 19.0678 13.8967 18.8246  C39 1.335, C41 1.380, H45 1.053
41 C 19.2372 13.2513 20.0323  C40 1.380, C42 1.415, H46 1.078
42 C 18.8876 13.9777 21.1956  C41 1.415, C43 1.406, H47 1.059
43 C 18.3783 15.2871 21.1382  C38 1.382, C42 1.406, H48 1.101
44 H 18.6364 15.7310 17.7382  C39 1.120
45 H 19.4313 13.4710 17.9328  C40 1.053
46 H 19.6440 12.2659 20.1909  C41 1.078
47 H 18.9451 13.5511 22.1634  C42 1.059
48 H 17.8848 15.8206 21.9650  C43 1.101
49 F 16.7891 14.7615 11.0009  C50 1.337
50 C 16.3200 14.5981 9.7598  F49 1.337, C51 1.346, C55 1.420
51 C 17.1768 14.3748 8.7455  C50 1.346, C52 1.394, H56 1.096
52 C 16.5981 14.2062 7.4889  C51 1.394, C53 1.415, H57 1.070
53 C 15.1953 14.2032 7.3041  C52 1.415, C54 1.413, H58 1.062
54 C 14.3628 14.2904 8.4430  C53 1.413, C55 1.373, H59 1.075
55 C 14.9039 14.5270 9.6826  C50 1.420, C54 1.373, H60 1.089
56 H 18.2662 14.4283 8.8514  C51 1.096
57 H 17.1689 14.1807 6.5842  C52 1.070
58 H 14.8277 14.0940 6.3142  C53 1.062
59 H 13.2967 14.3264 8.3073  C54 1.075
60 H 14.3360 14.5913 10.6090  C55 1.089
61 F 15.0262 13.1540 23.4377  C62 1.318
62 C 14.1514 12.5470 22.6605  F61 1.318, C63 1.337, C67 1.392
63 C 13.5549 11.4175 23.0559  C62 1.337, C64 1.419, H68 1.087
64 C 12.7249 10.7438 22.1226  C63 1.419, C65 1.399, H69 1.110
65 C 12.4410 11.2936 20.8683  C64 1.399, C66 1.417, H70 1.060
66 C 13.1461 12.4585 20.4744  C65 1.417, C67 1.404, H71 1.075
67 C 14.0774 13.0286 21.3563  C62 1.392, C66 1.404, H72 1.083
68 H 13.8753 11.0598 24.0306  C63 1.087
69 H 12.2829 9.8072 22.5225  C64 1.110
70 H 11.7163 10.8722 20.2202  C65 1.060
71 H 12.9459 12.8776 19.5045  C66 1.075
72 H 14.5799 13.8712 20.8983  C67 1.083
73 F 19.3701 7.5552 19.1547  C74 1.299
74 C 18.2867 8.2374 19.3714  F73 1.299, C75 1.373, C79 1.370
75 C 17.3388 7.8205 20.2733  C74 1.373, C76 1.415, H80 1.086
76 C 16.2072 8.6157 20.5699  C75 1.415, C77 1.405, H81 1.032
77 C 16.0048 9.8308 19.8935  C76 1.405, C78 1.398, H82 1.070
78 C 16.9783 10.2297 18.9725  C77 1.398, C79 1.427, H83 1.065
79 C 18.1306 9.4290 18.7134  C74 1.370, C78 1.427, H84 1.095
80 H 17.3524 6.8168 20.6886  C75 1.086
81 H 15.5895 8.2822 21.3265  C76 1.032
82 H 15.2373 10.5386 20.1278  C77 1.070
83 H 16.9153 11.1973 18.5321  C78 1.065
84 H 18.7845 9.7550 17.8978  C79 1.095
85 F 10.0556 9.1815 18.3470  C86 1.375
86 C 11.3006 9.6489 17.9986  F85 1.375, C87 1.377, C91 1.409
87 C 12.3493 8.8142 18.3156  C86 1.377, C88 1.351, H92 1.105
88 C 13.6228 9.1299 17.9917  C87 1.351, C89 1.369, H93 1.056
89 C 13.8040 10.2492 17.2238  C88 1.369, C90 1.406, H94 1.069
90 C 12.7265 11.0390 16.7846  C89 1.406, C91 1.392, H95 1.103
91 C 11.4149 10.7871 17.1760  C86 1.409, C90 1.392, H96 1.110
92 H 12.3164 7.9590 19.0153  C87 1.105
93 H 14.4100 8.4735 18.2473  C88 1.056
94 H 14.7533 10.5110 16.8082  C89 1.069
95 H 12.8676 11.8928 16.1013  C90 1.103
96 H 10.5855 11.3737 16.7300  C91 1.110
97 F 12.4164 11.4337 10.0576  C98 1.301
98 C 13.3249 11.0297 10.8961  F97 1.301, C99 1.354, C103 1.396
99 C 14.6051 10.9342 10.4654  C98 1.354, C100 1.428, H104 1.078
100 C 15.4835 10.2426 11.3540  C99 1.428, C101 1.323, H105 1.057
101 C 15.1106 9.8375 12.5568  C100 1.323, C102 1.396, H106 1.130
102 C 13.7903 9.9678 12.9925  C101 1.396, C103 1.365, H107 1.091
103 C 12.8888 10.4626 12.0942  C98 1.396, C102 1.365, H108 1.128
104 H 14.9980 11.2876 9.5257  C99 1.078
105 H 16.5042 10.2018 11.0810  C100 1.057
106 H 15.8792 9.4462 13.2865  C101 1.130
107 H 13.3810 9.5581 13.9171  C102 1.091
108 H 11.7835 10.4962 12.3172  C103 1.128
109 F 7.1439 11.9967 19.6679  C110 1.333
110 C 7.9136 12.9703 19.1822  F109 1.333, C111 1.365, C115 1.424
111 C 7.3113 14.1952 19.2100  C110 1.365, C112 1.422, H116 1.104
112 C 7.9812 15.3703 18.7718  C111 1.422, C113 1.354, H117 1.079
113 C 9.3016 15.2220 18.5103  C112 1.354, C114 1.361, H118 1.070
114 C 9.9245 14.0125 18.5037  C113 1.361, C115 1.358, H119 1.093
115 C 9.2858 12.8558 18.8188  C110 1.424, C114 1.358, H120 1.061
116 H 6.2951 14.2682 19.6340  C111 1.104
117 H 7.4123 16.2854 18.8357  C112 1.079
118 H 9.8597 16.1202 18.3500  C113 1.070
119 H 10.9605 13.9640 18.1591  C114 1.093
120 H 9.7319 11.8962 18.7493  C115 1.061
121 F 19.1344 11.5577 10.2399  C122 1.350
122 C 19.7215 12.2927 11.2081  F121 1.350, C123 1.426, C127 1.366
123 C 21.0859 12.6844 11.0712  C122 1.426, C124 1.389, H128 1.120
124 C 21.7056 13.3524 12.1195  C123 1.389, C125 1.413, H129 1.084
125 C 20.9385 13.7610 13.2339  C124 1.413, C126 1.422, H130 1.102
126 C 19.5722 13.3715 13.2937  C125 1.422, C127 1.389, H131 1.064
127 C 18.9582 12.6374 12.2868  C122 1.366, C126 1.389, H132 1.088
128 H 21.6604 12.4707 10.1340  C123 1.120
129 H 22.7315 13.6999 12.0781  C124 1.084
130 H 21.3438 14.4716 13.9721  C125 1.102
131 H 18.9292 13.7243 14.0645  C126 1.064
132 H 17.9080 12.3558 12.2536  C127 1.088
133 F 18.9266 7.0276 16.1886  C134 1.378
134 C 20.0436 6.6574 15.4717  F133 1.378, C135 1.397, C139 1.370
135 C 21.2614 6.7734 16.1466  C134 1.397, C136 1.367, H140 1.103
136 C 22.3631 6.4682 15.3978  C135 1.367, C137 1.383, H141 1.091
137 C 22.2771 6.1517 14.0539  C136 1.383, C138 1.401, H142 1.075
138 C 21.0301 6.1334 13.4153  C137 1.401, C139 1.384, H143 1.087
139 C 19.8863 6.4553 14.1256  C134 1.370, C138 1.384, H144 1.088
140 H 21.3361 7.1129 17.1938  C135 1.103
141 H 23.3229 6.5599 15.9092  C136 1.091
142 H 23.1846 5.9804 13.5041  C137 1.075
143 H 21.0192 5.8985 12.3542  C138 1.087
144 H 18.9031 6.5386 13.6666  C139 1.088
145 F 16.5562 12.3584 14.6994  C146 1.354
146 C 15.8252 13.2224 15.4428  F145 1.354, C147 1.389, C151 1.362
147 C 14.5362 13.4554 14.9810  C146 1.389, C148 1.377, H152 1.057
148 C 13.8082 14.3110 15.7773  C147 1.377, C149 1.404, H153 1.049
149 C 14.3246 14.8651 16.9601  C148 1.404, C150 1.371, H154 1.140
150 C 15.6068 14.5662 17.3431  C149 1.371, C151 1.383, H155 1.097
151 C 16.3952 13.7332 16.5699  C146 1.362, C150 1.383, H156 1.113
152 H 14.2183 13.1770 14.0116  C147 1.057
153 H 12.8986 14.6630 15.3903  C148 1.049
154 H 13.7221 15.6978 17.4541  C149 1.140
155 H 16.0915 14.9196 18.2617  C150 1.097
156 H 17.4623 13.6226 16.8662  C151 1.113
157 F 20.0387 17.6054 15.3422  C158 1.328
158 C 18.7567 17.3569 15.0991  F157 1.328, C159 1.438, C163 1.392
159 C 17.7894 17.8071 16.0636  C158 1.438, C160 1.404, H164 1.087
160 C 16.4367 17.6290 15.7328  C159 1.404, C161 1.361, H165 1.108
161 C 16.0768 16.9377 14.6171  C160 1.361, C162 1.401, H166 1.090
162 C 17.0486 16.4851 13.7147  C161 1.401, C163 1.392, H167 1.077
163 C 18.4101 16.6161 13.9724  C158 1.392, C162 1.392, H168 1.082
164 H 18.0805 18.2940 16.9907  C159 1.087
165 H 15.6604 18.0809 16.3815  C160 1.108
166 H 15.0417 16.8201 14.2959  C161 1.090
167 H 16.8834 15.7908 12.9080  C162 1.077
168 H 19.1538 16.2739 13.2650  C163 1.082

Its net charge is 0. For the calculated total energy, the calculation gives -126284.1424 eV. The value obtained for the HOMO energy is -9.04 eV.

Results of the Löwdin charge analysis, in e, for atoms 1 through 2:
1 F 0.06
2 C -0.26

ORCA calculation (ωB97M-V with the def2-TZVPD basis set) on the molecule C9H15N3O4 at a distorted geometry.

Bonds (Å) are listed after each position.
Atoms and positions in Å:
1 N -0.3772 2.4144 2.9514  C2 1.400, H17 1.152, H18 1.043
2 C 0.8338 1.7159 2.8792  N1 1.400, O3 1.273, C4 1.512
3 O 1.1732 1.1654 3.9755  C2 1.273
4 C 1.4813 2.0043 1.5440  C2 1.512, C5 1.632, H19 1.211, H20 1.133
5 C 1.3643 0.7135 0.5523  C4 1.632, N6 1.473, C7 1.535, H21 1.186
6 N 2.3131 0.7074 -0.5744  C5 1.473, H22 1.133, H23 1.015
7 C 0.0862 0.5185 -0.2749  C5 1.535, O8 1.259, N9 1.405
8 O -0.7066 1.4962 -0.2565  C7 1.259
9 N -0.2163 -0.8104 -0.6144  C7 1.405, C10 1.461, C13 1.414
10 C 0.8531 -1.6206 -1.1940  N9 1.461, C11 1.626, H24 1.099, H25 1.185
11 C 0.0319 -2.2524 -2.4472  C10 1.626, C12 1.621, H26 1.169, H27 1.104
12 C -1.5313 -1.9954 -2.1028  C11 1.621, C13 1.526, H28 1.070, H29 1.161
13 C -1.5339 -0.8229 -1.1264  N9 1.414, C12 1.526, C14 1.545, H30 1.042
14 C -2.4740 -0.9576 0.0919  C13 1.545, O15 1.189, O16 1.322
15 O -3.1202 -1.9438 0.2446  C14 1.189
16 O -2.5459 0.0162 0.9831  C14 1.322, H31 1.010
17 H -1.2377 2.5442 2.1961  N1 1.152
18 H -0.7281 1.8848 3.7783  N1 1.043
19 H 2.5782 2.4603 1.7777  C4 1.211
20 H 0.8714 2.8881 1.1823  C4 1.133
21 H 1.3880 -0.2446 1.2505  C5 1.186
22 H 2.3227 1.6421 -1.2145  N6 1.133
23 H 3.2962 0.5770 -0.3582  N6 1.015
24 H 1.1453 -2.4803 -0.5757  C10 1.099
25 H 1.8449 -0.9935 -1.3558  C10 1.185
26 H 0.3054 -1.6277 -3.3972  C11 1.169
27 H 0.3707 -3.2913 -2.2887  C11 1.104
28 H -1.7872 -2.8612 -1.5292  C12 1.070
29 H -2.1150 -1.8049 -3.0882  C12 1.161
30 H -1.6733 0.0341 -1.7020  C13 1.042
31 H -2.2130 0.9241 0.6930  O16 1.010

Its net charge is 0. For the calculated total energy, the calculation gives -22233.7436 eV. As for the SMILES: NC(=O)C[C@H](N)C(=O)N1CCC[C@H]1C(=O)O. The value obtained for the HOMO energy is -9.69 eV.

Results of the Löwdin charge analysis, in e, for atoms 1 through 2:
1 N 0.08
2 C -0.52

Asked for energy relative to the best compared isomer or geometry (same formula, charge and spin) across the records above, the calculation gives 361.7, 404.9 kJ/mol in order.
Asked for Kohn-Sham gap across the records above, the calculation gives 9.58, 9.99 eV in order.